Record 1
{"formula": "C23H25HfN2O2", "method": "ωB97M-V/def2-TZVPD", "symbols": ["C", "C", "C", "H", "C", "C", "H", "C", "C", "C", "H", "C", "C", "H", "H", "H", "H", "H", "H", "Hf", "C", "C", "C", "H", "H", "H", "H", "H", "H", "C", "C", "H", "H", "O", "N", "C", "H", "C", "C", "H", "C", "H", "C", "H", "C", "H", "C", "H", "H", "H", "O", "C", "N"], "xyz": [[2.3591, 0.0783, 2.9131], [2.1579, -0.7204, 1.7443], [1.7116, 0.1467, 0.6892], [2.4627, -1.7565, 1.6272], [1.6149, 1.4791, 1.2262], [2.0583, 1.4329, 2.5846], [1.3870, 2.3744, 0.6492], [-1.4599, -1.8926, 3.3158], [-0.1825, -2.2932, 2.8088], [-0.2286, -2.1648, 1.3749], [0.6130, -2.7822, 3.3668], [-1.4956, -1.5871, 1.0260], [-2.2508, -1.4101, 2.2365], [1.6520, -0.1039, -0.3698], [2.1926, 2.2991, 3.2330], [2.8071, -0.2751, 3.8427], [-3.2815, -1.0484, 2.2727], [0.4580, -2.6101, 0.6518], [-1.8073, -2.0075, 4.3384], [-0.0251, 0.0097, 2.2800], [-1.9959, -1.3164, -0.3787], [-3.5121, -1.5525, -0.4253], [-1.2927, -2.2355, -1.3912], [-3.7262, -2.5818, -0.1122], [-3.8738, -1.3974, -1.4440], [-4.0415, -0.8594, 0.2359], [-1.4345, -3.2832, -1.0950], [-0.2156, -2.0293, -1.4593], [-1.7349, -2.0906, -2.3844], [-1.6264, 0.1607, -0.7034], [-2.1803, 0.6862, -2.0309], [-0.5253, 0.2630, -0.7286], [-1.9863, 0.8459, 0.0931], [-3.1197, 0.1691, -2.6328], [-1.5751, 1.7938, -2.5583], [-0.4126, 2.5145, -2.0534], [-2.0380, 2.1512, -3.3850], [0.9036, 1.9114, -2.4997], [2.0869, 2.5610, -2.1348], [2.0171, 3.4980, -1.5758], [3.3252, 2.0185, -2.4802], [4.2404, 2.5270, -2.1697], [3.3873, 0.8329, -3.2252], [4.3556, 0.4114, -3.5044], [2.2062, 0.1981, -3.6222], [2.2328, -0.7183, -4.2167], [0.9629, 0.7420, -3.2662], [0.0379, 0.2665, -3.6028], [-0.4488, 2.5588, -0.9502], [-0.4775, 3.5518, -2.4112], [-0.0082, 0.3478, 6.6224], [-0.0857, 0.4041, 5.4412], [-0.1878, 0.4828, 4.2377]], "relative_energy_ev": 0.000, "total_energy_ha": -1199.293445, "e_homo_ev": -12.09, "charge": 1}


Record 2
{"formula": "C23H25N2OSSc", "method": "ωB97M-V/def2-TZVPD", "symbols": ["C", "C", "C", "H", "C", "C", "H", "C", "C", "C", "H", "C", "C", "H", "H", "H", "H", "H", "H", "Sc", "C", "C", "C", "H", "H", "H", "H", "H", "H", "C", "C", "H", "H", "O", "N", "C", "H", "C", "C", "H", "C", "H", "C", "H", "C", "H", "C", "H", "H", "H", "S", "C", "N"], "xyz": [[0.5250, -3.2759, 1.6184], [0.2716, -2.0095, 2.2336], [-0.7039, -1.3278, 1.4630], [0.6758, -1.6519, 3.1832], [-1.0413, -2.1485, 0.3341], [-0.3006, -3.3706, 0.4472], [-1.8169, -1.9148, -0.4010], [3.8093, -1.2697, 0.4147], [3.1386, -1.0093, 1.6523], [2.3433, 0.1530, 1.4978], [3.3426, -1.5177, 2.5862], [2.5622, 0.6633, 0.1807], [3.4442, -0.2451, -0.5016], [-1.1923, -0.3860, 1.7187], [-0.3983, -4.2359, -0.2110], [1.2173, -4.0328, 1.9964], [3.8482, -0.0566, -1.4992], [1.7930, 0.6825, 2.2674], [4.5855, -2.0097, 0.2251], [1.3328, -1.6856, -0.0511], [1.5972, 1.6054, -0.5409], [2.1361, 2.1122, -1.8747], [1.1491, 2.7751, 0.3089], [3.0611, 2.6620, -1.6389], [1.4065, 2.8093, -2.3299], [2.3385, 1.2967, -2.5973], [2.0572, 3.3374, 0.5643], [0.6452, 2.4749, 1.2377], [0.4994, 3.4255, -0.2933], [0.4429, 0.6061, -0.8380], [-0.4964, 0.3755, -2.0207], [-0.1283, 0.5084, 0.0977], [1.1283, -0.2424, -1.1419], [-0.3388, -0.7898, -2.5223], [-1.4723, 1.3236, -2.2893], [-2.8783, 1.0017, -1.8595], [-1.4551, 1.5741, -3.2765], [-3.0704, 1.0595, -0.3690], [-3.9867, 0.2212, 0.2868], [-4.4955, -0.5703, -0.2765], [-4.2941, 0.4424, 1.6333], [-5.0486, -0.1698, 2.1282], [-3.6891, 1.4840, 2.3368], [-3.9673, 1.6968, 3.3638], [-2.7158, 2.2652, 1.7069], [-2.2030, 3.0693, 2.2288], [-2.4218, 2.0639, 0.3530], [-1.7613, 2.7410, -0.2041], [-3.1220, 0.0002, -2.2267], [-3.5489, 1.7076, -2.3779], [2.6237, -5.0723, -3.2825], [2.3868, -3.9799, -2.1504], [2.1857, -3.1657, -1.2906]], "total_energy_ha": -2235.115564, "e_homo_ev": -7.73, "charge": 0}


Record 3
{"formula": "C23H25N3O2S", "method": "ωB97M-V/def2-TZVPD", "symbols": ["C", "C", "C", "C", "N", "C", "S", "C", "C", "O", "N", "C", "C", "C", "C", "C", "C", "C", "C", "C", "N", "C", "C", "C", "C", "C", "C", "C", "O", "H", "H", "H", "H", "H", "H", "H", "H", "H", "H", "H", "H", "H", "H", "H", "H", "H", "H", "H", "H", "H", "H", "H", "H", "H"], "xyz": [[-2.6069, -2.2443, 5.7576], [-2.4241, -1.8737, 4.2912], [-3.3187, -0.6997, 3.9020], [-3.2011, -0.3107, 2.4277], [-1.8623, 0.1460, 2.0929], [-0.9572, -0.6380, 1.4537], [-1.4674, -2.2500, 0.9672], [0.0882, -2.9894, 0.3730], [0.3465, -2.7288, -1.1132], [0.2216, -3.6079, -1.9364], [0.7248, -1.4531, -1.3397], [1.0315, -0.8216, -2.5497], [1.0785, -1.4974, -3.7642], [1.4004, -0.8176, -4.9296], [1.6797, 0.5324, -4.8746], [1.6305, 1.2099, -3.6580], [1.3066, 0.5478, -2.4957], [1.9529, 2.6623, -3.8511], [2.6102, 2.6936, -5.2403], [2.0412, 1.4747, -5.9847], [0.2496, -0.2827, 1.1645], [0.6790, 0.9689, 1.5170], [1.9875, 1.3576, 1.2103], [2.4154, 2.6232, 1.5402], [1.5613, 3.5225, 2.1783], [0.2730, 3.1506, 2.4888], [-0.1809, 1.8718, 2.1608], [-1.5420, 1.4601, 2.4776], [-2.3733, 2.1527, 3.0239], [-2.3645, -1.3990, 6.3979], [-1.9589, -3.0753, 6.0251], [-3.6367, -2.5356, 5.9510], [-2.6632, -2.7348, 3.6635], [-1.3770, -1.6138, 4.1165], [-4.3612, -0.9582, 4.0944], [-3.0723, 0.1707, 4.5128], [-3.4556, -1.1521, 1.7814], [-3.8792, 0.5231, 2.2250], [0.8897, -2.5985, 0.9977], [-0.0387, -4.0606, 0.5262], [0.7497, -0.8509, -0.5125], [0.8628, -2.5521, -3.7907], [1.4352, -1.3500, -5.8684], [1.2651, 1.0730, -1.5509], [1.0284, 3.2468, -3.8436], [2.6035, 3.0569, -3.0704], [3.6898, 2.5784, -5.1313], [2.4204, 3.6273, -5.7674], [1.1416, 1.7451, -6.5451], [2.7550, 1.0440, -6.6868], [2.6427, 0.6533, 0.7206], [3.4250, 2.9239, 1.3022], [1.9150, 4.5108, 2.4286], [-0.4100, 3.8240, 2.9837]], "relative_energy_ev": 0.000, "total_energy_ha": -1604.464873, "e_homo_ev": -8.03, "charge": 0, "smiles": "CCCCn1c(SCC(=O)Nc2ccc3c(c2)CCC3)nc2ccccc2c1=O"}


Record 4
{"formula": "C23H25N3O5S", "method": "ωB97M-V/def2-TZVPD", "symbols": ["C", "C", "C", "C", "C", "C", "C", "C", "N", "S", "O", "O", "C", "C", "C", "C", "N", "C", "C", "C", "O", "N", "C", "C", "C", "C", "C", "O", "C", "O", "C", "C", "H", "H", "H", "H", "H", "H", "H", "H", "H", "H", "H", "H", "H", "H", "H", "H", "H", "H", "H", "H", "H", "H", "H", "H", "H"], "xyz": [[1.5705, -1.8810, 0.9507], [2.9211, -2.5815, 1.1197], [4.0409, -1.5843, 1.2570], [4.4817, -1.2262, 2.5242], [5.4855, -0.2934, 2.7096], [6.0828, 0.2914, 1.6064], [5.6682, -0.0526, 0.3345], [4.6419, -0.9746, 0.1487], [4.2538, -1.2792, -1.1591], [4.0288, -0.1028, -2.3291], [5.2583, 0.5812, -2.5814], [3.3682, -0.7748, -3.4036], [2.8909, 1.0130, -1.5132], [3.3881, 2.0836, -0.7795], [2.5212, 2.8784, -0.0662], [1.1481, 2.6006, -0.0754], [0.2713, 3.3767, 0.6329], [-1.0525, 3.1232, 0.6258], [-1.6179, 2.0925, -0.0576], [-3.1079, 1.9674, 0.0635], [-3.7489, 2.7642, 0.7331], [-3.6531, 0.9583, -0.6300], [-5.0549, 0.6443, -0.5533], [-5.2993, -0.5944, 0.3317], [-6.7756, -1.0040, 0.3394], [-6.8729, -1.9016, -0.8975], [-5.4298, -2.4032, -1.0923], [-4.6092, -1.7270, -0.1546], [-0.7896, 1.1872, -0.8391], [-1.2039, 0.2194, -1.4686], [0.6487, 1.5183, -0.8204], [1.5485, 0.7306, -1.5437], [1.5545, -1.2677, 0.0525], [1.3751, -1.2342, 1.8037], [0.7682, -2.6115, 0.8815], [3.0994, -3.2513, 0.2748], [2.8873, -3.1983, 2.0200], [4.0220, -1.6927, 3.3840], [5.8053, -0.0336, 3.7074], [6.8788, 1.0095, 1.7340], [6.1335, 0.3781, -0.5368], [3.5587, -2.0023, -1.2543], [4.4475, 2.2784, -0.7970], [2.8891, 3.7177, 0.5053], [0.6344, 4.1569, 1.1628], [-1.6921, 3.7804, 1.1994], [-3.0309, 0.2913, -1.0803], [-5.4332, 0.4603, -1.5624], [-5.5635, 1.5078, -0.1182], [-4.9038, -0.3910, 1.3317], [-6.9914, -1.5748, 1.2424], [-7.4422, -0.1464, 0.2950], [-7.2013, -1.3301, -1.7651], [-7.5678, -2.7253, -0.7504], [-5.3305, -3.4738, -0.8924], [-5.0718, -2.2091, -2.1110], [1.1719, -0.0879, -2.1390]], "relative_energy_ev": 1.340, "total_energy_ha": -1830.150824, "e_homo_ev": -8.73, "charge": 0, "smiles": "CCc1ccccc1NS(=O)(=O)c1ccc2[nH]cc(C(=O)NC[C@H]3CCCO3)c(=O)c2c1"}


no.,HOMO-LUMO gap (eV)
1,7.479
2,7.698
3,8.278
4,8.525